[1]
{"formula": "C2H11NO5", "method": "the ωB97M-V functional and the def2-TZVPD basis", "elements": ["O", "C", "N", "C", "O", "H", "H", "H", "H", "H", "H", "H", "O", "H", "H", "O", "H", "H", "O"], "coordinates": [[-0.360992, -1.173113, 1.494919], [-1.182667, -1.180349, 0.601258], [-0.985685, -0.697327, -0.646158], [0.192263, -0.286207, -1.374310], [-0.236818, 0.047100, -2.683790], [-2.300584, -1.296177, 0.855720], [-1.780495, -0.610940, -1.266986], [0.602476, 0.704251, -1.036638], [1.064505, -0.963849, -1.326724], [-0.514882, -0.657460, -3.279028], [-1.316245, 1.741248, -0.700486], [-1.156954, 2.691945, 0.711821], [-1.625715, 2.093427, 0.130184], [1.516861, -1.859915, 0.601208], [2.616059, -1.601231, 1.502882], [2.486994, -1.878560, 0.586086], [1.751076, 1.783177, 2.207663], [0.360001, 1.168874, 1.746140], [0.870797, 1.975111, 1.876238]], "forces_ev_per_a": [[0.722, -0.667, -0.161], [-1.605, 1.953, 0.545], [-0.563, -0.946, -0.607], [1.236, 1.277, -0.355], [0.060, 0.420, -0.055], [1.351, -0.399, -0.643], [-0.192, -0.189, 0.469], [-0.466, -0.872, 0.208], [-0.729, -0.174, -0.106], [0.313, -0.477, 0.513], [1.067, 0.832, 0.200], [1.022, -0.051, -0.927], [-2.097, -0.611, 0.787], [0.020, -0.130, -0.221], [0.519, -0.058, -0.098], [-0.573, 0.196, 0.484], [-0.190, -0.405, -0.028], [0.390, -0.321, 0.205], [-0.283, 0.622, -0.210]], "homo_lumo_gap_ev": 10.9, "total_energy_ev": -13979.373, "e_above_lowest_kj_mol": 145.2, "max_force_ev_per_a": 2.59, "molar_mass_g_mol": 129.11, "homo_energy_ha": -0.3866}

[2]
{"formula": "C39H74N4O6", "method": "the ωB97M-V functional and the def2-TZVPD basis", "elements": ["C", "C", "C", "C", "N", "C", "C", "C", "C", "O", "C", "C", "C", "C", "C", "O", "C", "C", "O", "C", "C", "N", "C", "C", "C", "C", "O", "H", "H", "H", "H", "H", "H", "H", "H", "H", "H", "H", "H", "H", "H", "H", "H", "H", "H", "H", "H", "H", "H", "H", "H", "H", "H", "H", "H", "H", "H", "H", "H", "H", "H", "H", "H", "H", "H", "C", "C", "C", "C", "C", "C", "N", "O", "C", "C", "C", "H", "H", "H", "H", "H", "H", "H", "H", "H", "H", "H", "H", "H", "H", "H", "H", "H", "H", "C", "C", "C", "C", "C", "C", "N", "O", "C", "C", "C", "H", "H", "H", "H", "H", "H", "H", "H", "H", "H", "H", "H", "H", "H", "H", "H", "H", "H"], "coordinates": [[0.551742, 4.362885, 0.822033], [0.106918, 3.552942, -0.173276], [0.884568, 2.341335, -0.589734], [0.343933, 1.151329, 0.228552], [-1.121197, 1.163095, 0.326923], [-1.681786, 0.223449, -0.603514], [-2.626778, 0.550042, -1.521363], [-1.593816, 1.040073, 1.733085], [-2.803154, 0.131390, 1.905991], [0.693122, 2.049093, -1.977677], [1.898109, 1.814783, -2.688066], [2.437299, 3.096454, -3.397966], [1.529472, 4.327566, -3.324379], [2.361331, 5.626476, -3.269080], [1.542369, 6.823438, -2.784664], [1.568031, 7.882578, -3.781424], [0.331428, 8.338146, -4.139646], [-0.094918, 7.929294, -5.524831], [-0.343154, 8.993481, -3.404021], [1.727685, 0.656567, -3.668154], [0.504567, 0.770117, -4.581096], [-0.054478, -0.558671, -4.872995], [-0.493704, -1.272534, -3.635867], [0.210368, -2.616799, -3.483452], [-1.165249, -0.522558, -5.764823], [-2.125191, 0.651013, -5.773464], [-1.375577, -1.453901, -6.495477], [1.563580, 4.760825, 0.764826], [-0.047340, 4.585109, 1.699010], [-0.802908, 3.779983, -0.724673], [1.940039, 2.515032, -0.340054], [0.656887, 0.245641, -0.304600], [0.772620, 1.165852, 1.230226], [-1.358351, -0.820250, -0.503968], [-2.456637, 0.516233, -2.593502], [-3.609930, 0.900867, -1.206297], [-1.869771, 2.034099, 2.095669], [-0.804272, 0.651554, 2.385422], [-3.652272, 0.464928, 1.311052], [-2.568238, -0.916941, 1.727413], [-3.112307, 0.195284, 2.951387], [2.684737, 1.474832, -2.005143], [2.566849, 2.854371, -4.456064], [3.439612, 3.331189, -3.033627], [0.907467, 4.330579, -2.433715], [0.929518, 4.400748, -4.234826], [3.135435, 5.450788, -2.516023], [2.842467, 5.852216, -4.219333], [0.504525, 6.538748, -2.603912], [1.954804, 7.246710, -1.870320], [-0.665367, 7.002458, -5.470694], [-0.714890, 8.722790, -5.936455], [0.777419, 7.807213, -6.162812], [2.624807, 0.656852, -4.292421], [1.747835, -0.279353, -3.111860], [0.828196, 1.192442, -5.536546], [-0.214621, 1.479960, -4.160936], [-1.571247, -1.445187, -3.704149], [-0.344326, -0.635953, -2.764253], [0.302751, -2.921726, -2.439611], [1.201444, -2.586666, -3.933027], [-0.350167, -3.392378, -4.007393], [-3.123453, 0.216669, -5.711850], [-2.063827, 1.172108, -6.727688], [-2.017298, 1.336200, -4.937895], [5.413386, -4.812437, -0.933089], [4.976384, -3.624485, -1.828835], [6.199256, -2.944240, -2.451998], [7.006098, -2.099205, -1.470099], [6.100549, -1.095547, -0.759922], [4.897700, -1.754640, -0.083914], [4.162634, -2.641707, -1.043795], [3.441946, -1.925277, -1.836950], [5.378979, -2.537904, 1.148792], [3.950287, -0.687214, 0.451626], [4.131012, -4.221059, -2.949108], [6.490242, -4.836331, -0.762711], [4.919489, -4.795430, 0.035377], [5.136063, -5.760798, -1.390473], [5.868929, -2.300069, -3.273166], [6.834705, -3.712508, -2.897456], [7.518911, -2.736345, -0.744502], [7.789145, -1.564069, -2.010100], [6.667369, -0.542561, -0.007602], [5.746609, -0.359177, -1.489047], [4.558399, -3.101191, 1.595203], [5.748673, -1.836342, 1.896548], [6.192141, -3.227528, 0.936764], [3.632124, 0.004367, -0.326727], [4.461761, -0.110947, 1.222860], [3.060727, -1.139137, 0.893434], [3.222333, -4.677383, -2.553518], [4.715068, -4.992632, -3.450828], [3.846069, -3.478736, -3.691278], [-3.583478, -2.310163, 7.713136], [-4.286700, -1.549851, 6.558886], [-5.475359, -0.744342, 7.093082], [-6.683820, -1.597458, 7.466343], [-7.085570, -2.494314, 6.298075], [-5.928350, -3.348562, 5.778915], [-4.723226, -2.502942, 5.487957], [-4.882288, -1.881521, 4.368527], [-5.609773, -4.443966, 6.810529], [-6.350697, -4.085029, 4.513933], [-3.257078, -0.574474, 6.000283], [-4.155471, -2.286977, 8.641156], [-3.395036, -3.350299, 7.459421], [-2.607585, -1.874523, 7.922713], [-5.784340, -0.018905, 6.333781], [-5.143009, -0.165409, 7.957592], [-6.471859, -2.195922, 8.356491], [-7.519396, -0.946960, 7.730673], [-7.904113, -3.153939, 6.594211], [-7.466263, -1.869257, 5.484333], [-4.724430, -5.008801, 6.515523], [-6.447412, -5.139169, 6.863206], [-5.453917, -4.064440, 7.817393], [-6.709261, -3.404579, 3.745307], [-7.160356, -4.773265, 4.756780], [-5.521777, -4.661690, 4.101757], [-2.409132, -1.106152, 5.565191], [-2.892148, 0.050134, 6.815772], [-3.680849, 0.078398, 5.240576]], "forces_ev_per_a": [[0.090, -0.432, -0.367], [0.330, 0.718, 0.002], [-0.147, 0.880, -0.825], [-0.235, 0.075, -0.463], [-1.143, -0.859, 1.710], [0.199, 0.114, -0.327], [-0.454, 0.112, 0.195], [-0.286, -0.037, -0.092], [0.045, 0.293, 0.448], [0.487, -0.207, 0.215], [0.455, 0.016, -0.431], [-0.517, -0.182, -0.290], [0.855, 0.776, -0.342], [-0.118, -0.309, 0.821], [0.206, 0.428, -0.333], [-0.181, -0.525, -0.237], [0.051, -0.020, -0.040], [0.334, 0.618, -0.145], [-0.206, 0.051, 0.242], [0.116, 0.186, -0.102], [0.326, -0.024, -0.163], [-0.590, 0.740, 0.567], [0.077, -0.427, -0.305], [-0.090, -0.202, -0.089], [0.345, -0.048, -0.326], [-0.232, -0.134, 0.170], [-0.154, -0.332, -0.036], [0.542, -1.238, 0.979], [-0.541, 1.433, -0.736], [-0.867, -1.076, 1.008], [0.074, -0.211, -0.099], [0.275, -0.028, 0.174], [0.047, 0.029, -0.016], [1.396, 0.322, -1.111], [-0.582, -1.910, -0.010], [0.676, 1.911, -0.050], [0.192, 0.051, 0.041], [0.111, 0.097, -0.050], [0.025, -0.178, -0.150], [-0.108, 0.005, -0.249], [-0.060, -0.059, -0.018], [-0.147, 0.075, 0.219], [0.137, -0.003, 0.016], [-0.066, 0.049, 0.176], [-0.212, -0.262, -0.120], [-0.461, -0.245, 0.281], [0.225, 0.086, -0.207], [0.026, 0.043, 0.010], [-0.016, 0.039, 0.090], [-0.089, -0.060, 0.075], [0.049, -0.034, -0.003], [-0.196, -0.146, 0.007], [-0.023, -0.222, -0.001], [0.058, -0.212, 0.071], [-0.172, -0.023, -0.009], [-0.098, 0.046, -0.019], [-0.075, -0.173, 0.236], [-0.021, 0.003, 0.141], [0.130, 0.093, -0.077], [-0.012, 0.070, 0.035], [0.065, 0.105, 0.140], [0.040, -0.004, -0.043], [-0.004, -0.003, -0.114], [0.080, 0.111, 0.061], [0.127, 0.135, -0.108], [-0.070, 0.031, 0.239], [0.269, -1.308, 0.232], [0.129, 0.434, -0.016], [-0.088, -0.036, 0.029], [0.115, -0.009, -0.420], [0.215, -0.205, 1.315], [0.742, 1.254, -1.250], [-0.576, -0.173, 0.203], [0.047, -0.205, -0.048], [-0.234, 0.142, -0.257], [-0.286, 0.275, -0.132], [-0.003, 0.057, 0.048], [-0.020, 0.024, -0.008], [0.059, 0.031, -0.121], [-0.114, -0.004, 0.042], [-0.064, -0.071, 0.007], [-0.032, -0.007, 0.021], [0.019, -0.013, 0.004], [-0.065, -0.008, 0.064], [-0.095, -0.052, -0.005], [-0.012, 0.007, -0.002], [-0.031, 0.064, -0.033], [-0.024, -0.025, -0.025], [-0.035, -0.065, -0.041], [0.048, -0.048, 0.017], [0.000, -0.019, -0.015], [0.004, -0.001, 0.015], [0.040, -0.018, 0.055], [-0.041, 0.040, 0.058], [0.007, -0.238, -0.034], [0.905, -0.153, 0.948], [-0.420, 0.028, -0.124], [0.066, -0.046, -0.040], [-0.021, 0.434, 0.029], [-0.021, -1.248, 0.514], [-1.374, 1.327, -0.281], [0.491, -0.289, -0.213], [0.157, 0.073, 0.144], [0.013, 0.209, -0.314], [-0.051, 0.071, -0.404], [-0.049, -0.050, -0.025], [-0.011, 0.002, -0.031], [-0.052, 0.128, 0.013], [0.057, -0.064, -0.084], [0.096, -0.015, -0.015], [0.023, -0.024, -0.018], [0.001, 0.001, 0.023], [0.038, -0.076, -0.041], [0.094, -0.008, -0.052], [-0.002, -0.002, -0.015], [-0.035, 0.024, -0.069], [0.032, 0.019, -0.010], [0.078, 0.039, -0.005], [0.015, -0.007, 0.070], [0.017, 0.012, 0.010], [-0.005, -0.015, 0.006], [-0.010, -0.046, 0.052], [-0.023, -0.061, -0.036]], "s2": 2.01, "homo_lumo_gap_ev": [8.3, 7.9], "spin_multiplicity": 3, "total_energy_ev": -59878.801, "max_force_ev_per_a": 2.23, "molar_mass_g_mol": 695.04, "homo_energy_ha": [-0.2874, -0.2874]}

[3]
{"formula": "C5H7N2P", "method": "the ωB97M-V functional and the def2-TZVPD basis", "elements": ["C", "C", "C", "C", "C", "N", "N", "P", "H", "H", "H", "H", "H", "H", "H"], "coordinates": [[-0.108070, 1.336511, -1.475302], [1.260559, -0.276079, -0.526276], [-1.148095, -0.372264, 0.110009], [-0.768082, 0.394359, 1.448275], [-0.099273, -0.059051, -0.952380], [-0.004262, 2.451880, -1.689578], [2.281185, -0.253635, -1.237795], [0.980232, -0.121583, 1.899499], [-1.041926, -1.491257, 0.249767], [-2.188463, -0.102061, -0.279492], [-1.026185, 1.464256, 1.501730], [-1.525265, 0.020401, 2.159502], [-0.335554, -0.676594, -1.965385], [3.065534, -0.752600, -0.836395], [0.657664, -1.562282, 1.593819]], "forces_ev_per_a": [[-0.322, -1.004, 1.264], [1.941, 0.262, 2.751], [-0.395, 0.596, 0.042], [-1.264, -1.365, -0.218], [-2.381, 0.221, -4.088], [-0.076, 0.967, -0.494], [-0.828, -1.522, -0.065], [-0.571, -1.587, -3.185], [-0.515, 1.282, 0.177], [1.384, -0.464, 0.615], [0.771, -0.170, -0.733], [0.619, -0.280, 0.223], [0.713, 0.917, 2.409], [0.598, 0.876, 0.413], [0.326, 1.271, 0.889]], "homo_lumo_gap_ev": 8.5, "total_energy_ev": -17564.094, "e_above_lowest_kj_mol": 253.4, "max_force_ev_per_a": 4.74, "molar_mass_g_mol": 126.10, "homo_energy_ha": -0.3185}